No. 1
A cluster of 4 separate species, C28H61NO5S5 in total at a distorted geometry. Source: the OMol25 dataset; level of theory: the ωB97M-V functional and the def2-TZVPD basis.

Structure (XYZ):
```
100
Properties=species:S:1:pos:R:3:mulliken_charge:R:1
C 9.858 -0.282 2.776 -0.98
C 9.472 -0.736 1.247 -0.36
C 8.286 0.326 0.737 -0.52
C 7.082 -0.605 0.126 -0.53
C 6.319 0.320 -1.037 -0.57
C 4.709 0.244 -0.662 -0.45
C 3.831 0.702 -1.971 -0.55
C 2.843 1.987 -1.729 -0.76
N 1.875 1.848 -0.576 0.51
C 0.765 2.897 -0.634 -0.63
C 0.750 3.741 0.771 -0.08
C -0.550 3.470 1.733 -0.88
C -1.104 1.924 1.731 0.15
C -2.623 1.989 2.428 -0.85
C -3.269 0.495 2.230 -0.13
C -2.871 -0.510 3.469 -0.51
C -2.357 -2.001 2.948 -0.41
C 1.324 0.445 -0.433 -0.39
S 1.598 -0.309 1.104 -0.21
S 0.440 -0.411 -1.864 -0.03
C -0.539 -1.900 -1.287 -0.15
C 0.370 -3.098 -0.615 -0.40
C -0.120 -4.618 -0.985 -0.35
C 0.843 -5.654 -0.113 -0.34
O 0.049 -6.343 0.924 -0.32
C 0.549 -6.058 2.280 0.25
O -0.286 -6.205 3.345 -0.49
H 10.247 0.837 2.757 0.26
H 8.852 -0.289 3.396 0.26
H 10.623 -1.043 3.230 0.31
H 9.003 -1.834 1.276 0.27
H 10.350 -0.669 0.477 0.26
H 8.666 1.013 -0.151 0.30
H 7.880 0.998 1.635 0.21
H 7.419 -1.645 -0.293 0.35
H 6.312 -0.796 1.016 0.20
H 6.693 1.429 -1.060 0.29
H 6.511 -0.205 -2.082 0.23
H 4.481 -0.917 -0.501 0.18
H 4.425 0.782 0.338 0.35
H 4.626 1.046 -2.794 0.39
H 3.309 -0.250 -2.417 0.22
H 2.230 2.237 -2.719 0.35
H 3.506 2.957 -1.520 0.27
H 1.102 3.666 -1.481 0.32
H -0.272 2.478 -0.977 0.34
H 1.797 3.629 1.333 0.26
H 0.701 4.894 0.466 -0.02
H -0.190 3.687 2.850 0.22
H -1.446 4.239 1.557 0.29
H -0.486 1.189 2.435 0.06
H -1.270 1.457 0.671 0.07
H -2.464 2.316 3.545 0.26
H -3.213 2.789 1.787 0.38
H -2.883 0.033 1.218 -0.06
H -4.435 0.587 2.195 0.37
H -2.031 -0.071 4.158 0.28
H -3.844 -0.637 4.123 0.30
H -1.202 -2.005 2.718 0.07
H -2.907 -2.378 1.985 -0.07
H -2.535 -2.790 3.801 0.33
H -1.062 -2.361 -2.256 0.36
H -1.451 -1.576 -0.587 -0.04
H 1.531 -2.952 -0.820 0.21
H 0.252 -2.966 0.565 0.19
H -1.211 -4.741 -0.517 0.10
H -0.146 -4.853 -2.131 0.36
H 1.475 -6.384 -0.798 0.26
H 1.651 -4.994 0.465 0.21
H 1.637 -5.681 2.549 0.28
C -6.458 -3.857 1.273 -1.05
S -5.106 -3.624 0.094 0.42
O -4.386 -2.364 0.477 -0.52
C -6.156 -3.240 -1.328 -0.94
H -6.029 -4.072 2.254 0.32
H -7.063 -2.949 1.334 0.31
H -7.078 -4.699 0.957 0.40
H -6.778 -2.369 -1.109 0.29
H -6.785 -4.102 -1.561 0.38
H -5.513 -3.019 -2.185 0.37
C -9.451 -1.811 -4.698 -0.92
S -9.719 -1.238 -3.003 0.42
O -8.432 -1.427 -2.255 -0.55
C -10.831 -2.580 -2.521 -0.92
H -8.747 -1.133 -5.186 0.31
H -9.035 -2.821 -4.691 0.29
H -10.399 -1.799 -5.242 0.37
H -10.330 -3.544 -2.645 0.28
H -11.734 -2.545 -3.134 0.37
H -11.102 -2.447 -1.470 0.31
C 1.555 9.273 -1.897 -1.00
S 1.775 7.515 -1.531 0.54
O 0.562 7.056 -0.777 -0.59
C 3.110 7.735 -0.332 -0.94
H 0.732 9.379 -2.608 0.32
H 1.314 9.819 -0.982 0.31
H 2.470 9.671 -2.342 0.38
H 2.775 8.374 0.489 0.32
H 3.976 8.182 -0.826 0.39
H 3.388 6.754 0.063 0.29
```

The HOMO-LUMO gap is 0.2953 hartree. Its spin multiplicity is 1. As for the LUMO energy: -0.091 eV.

***

No. 2
A cluster of 12 separate species, C28H62F2O16 in total at a distorted geometry. Source: the OMol25 dataset; level of theory: the ωB97M-V functional and the def2-TZVPD basis.

Structure (XYZ):
```
108
Properties=species:S:1:pos:R:3:mulliken_charge:R:1
C -2.036 7.169 -6.948 -0.47
C -3.078 6.514 -7.827 0.25
O -3.645 5.647 -6.838 -0.32
C -2.667 5.338 -5.857 0.65
O -2.807 4.479 -5.005 -0.52
O -1.624 6.174 -6.079 -0.29
F -2.459 5.687 -8.751 -0.27
H -2.398 8.030 -6.386 0.32
H -1.311 7.510 -7.687 0.32
H -3.760 7.221 -8.299 0.33
C 6.886 0.787 2.547 -0.41
C 8.081 1.227 1.713 0.31
O 7.723 0.886 0.397 -0.32
C 6.708 -0.021 0.408 0.68
O 6.200 -0.615 -0.553 -0.54
O 6.207 -0.072 1.680 -0.32
F 9.192 0.458 1.942 -0.28
H 6.142 1.561 2.736 0.30
H 7.232 0.385 3.499 0.29
H 8.222 2.302 1.824 0.28
C -0.341 -0.426 1.662 -0.48
C 0.232 0.343 0.511 -0.64
C -0.081 -0.514 -0.709 -0.36
O 0.117 -1.852 -0.180 -0.41
C 0.120 -1.838 1.273 -0.32
H -1.429 -0.483 1.682 0.19
H -0.001 -0.066 2.632 0.32
H 1.309 0.498 0.569 0.24
H -0.164 1.354 0.412 0.37
H 0.633 -0.149 -1.448 0.30
H -1.140 -0.386 -0.931 0.29
H 1.065 -1.979 1.797 0.24
H -0.578 -2.610 1.596 0.26
C 2.458 0.580 -7.521 -0.67
C 2.807 1.867 -8.238 -0.43
C 4.134 1.481 -8.827 -0.34
O 3.978 0.103 -9.103 -0.41
C 2.844 -0.497 -8.502 -0.35
H 1.454 0.487 -7.106 0.40
H 3.107 0.506 -6.648 0.25
H 2.859 2.666 -7.498 0.30
H 2.064 2.103 -9.000 0.25
H 5.024 1.597 -8.209 0.23
H 4.363 1.868 -9.820 0.23
H 3.034 -1.400 -7.922 0.28
H 1.986 -0.601 -9.166 0.28
C -5.789 -4.468 0.713 -0.41
C -7.102 -5.191 0.420 -0.55
C -6.888 -5.779 -1.010 -0.34
O -5.498 -6.032 -0.935 -0.44
C -4.687 -5.055 -0.237 -0.38
H -5.512 -4.563 1.763 0.31
H -5.943 -3.439 0.391 0.20
H -7.902 -4.456 0.503 0.29
H -7.341 -5.918 1.196 0.26
H -7.048 -5.046 -1.800 0.25
H -7.466 -6.668 -1.260 0.28
H -4.309 -4.319 -0.946 0.27
H -3.909 -5.539 0.354 0.25
C -3.542 -4.474 8.145 -0.44
C -2.228 -4.262 7.373 -0.37
C -1.593 -3.055 7.999 -0.45
O -2.633 -2.380 8.657 -0.39
C -3.488 -3.392 9.206 -0.53
H -3.601 -5.473 8.579 0.29
H -4.415 -4.205 7.550 0.25
H -2.468 -4.064 6.328 0.18
H -1.470 -5.042 7.435 0.31
H -1.129 -2.315 7.347 0.26
H -0.794 -3.336 8.685 0.27
H -4.475 -3.094 9.562 0.37
H -3.069 -3.787 10.131 0.27
C 4.797 -5.225 5.191 -0.37
O 4.297 -6.574 5.252 -0.53
H 5.690 -5.206 4.567 0.20
H 3.938 -4.691 4.783 0.18
H 5.095 -4.827 6.161 0.21
H 3.609 -6.754 4.608 0.31
C 0.288 7.367 1.993 -0.48
O -0.700 7.926 2.856 -0.50
H 1.064 8.131 2.027 0.20
H 0.716 6.457 2.413 0.24
H -0.022 7.175 0.966 0.23
H -1.166 7.202 3.281 0.31
C 2.933 -5.656 -3.699 -0.43
O 1.933 -4.695 -4.105 -0.49
H 3.340 -5.933 -4.672 0.19
H 3.667 -5.223 -3.019 0.22
H 2.497 -6.531 -3.217 0.24
H 1.451 -4.355 -3.348 0.28
C -1.863 3.824 6.447 -0.50
O -2.390 4.374 5.283 -0.48
H -0.919 4.323 6.669 0.21
H -2.536 3.898 7.300 0.25
H -1.595 2.773 6.335 0.23
H -3.113 3.815 4.988 0.29
C 4.944 4.335 -2.927 -0.49
O 5.505 5.510 -3.470 -0.50
H 3.889 4.357 -2.654 0.26
H 5.059 3.487 -3.603 0.24
H 5.334 4.009 -1.963 0.21
H 5.507 6.268 -2.880 0.29
C -5.571 2.264 0.422 -0.49
O -5.515 2.147 1.867 -0.50
H -4.798 2.951 0.077 0.21
H -5.406 1.290 -0.038 0.21
H -6.534 2.556 0.003 0.26
H -5.786 1.264 2.129 0.30
```

The HOMO-LUMO gap is 0.3389 hartree. Its spin multiplicity is 1. As for the LUMO energy: -0.003 eV.

***

No. 3
A cluster of 5 separate species, C28H62F7NO13P3 in total at a distorted geometry. Source: the OMol25 dataset; level of theory: the ωB97M-V functional and the def2-TZVPD basis.

Structure (XYZ):
```
114
Properties=species:S:1:pos:R:3:mulliken_charge:R:1
C 4.411 -4.407 -1.216 -0.72
C 4.787 -3.965 0.194 -0.28
O 5.475 -2.724 0.192 -0.43
C 4.710 -1.593 0.577 -0.01
C 4.944 -0.403 -0.355 -0.94
C 3.627 0.274 -0.776 0.53
C 3.142 -0.305 -2.109 -1.15
C 1.801 0.197 -2.657 -1.36
P 0.196 -0.213 -1.681 1.97
C -1.407 -0.676 -0.765 -1.82
C -2.351 0.444 -0.335 -0.70
P -3.639 -0.250 0.686 0.85
O -3.234 -1.182 1.762 -0.93
O -4.369 1.061 1.249 -0.29
C -5.784 1.076 1.471 0.29
C -6.576 1.425 0.214 -1.18
O -4.646 -0.919 -0.357 -0.05
C -5.489 -2.000 0.082 -0.35
C -5.099 -3.275 -0.639 -1.18
N 0.038 1.678 -1.264 1.30
C -0.351 2.689 -2.182 0.56
C 0.675 3.541 -2.883 -1.32
O -1.532 2.892 -2.387 -0.52
C 0.811 2.143 -0.211 0.37
C 0.488 1.609 1.157 -1.28
O 1.686 3.009 -0.326 -0.81
C 0.616 -2.190 -1.901 0.28
F 1.336 -2.469 -3.041 -0.36
F 1.490 -2.439 -0.850 -0.33
C -0.317 -3.458 -1.740 0.53
F 0.539 -4.527 -1.900 -0.36
F -0.783 -3.566 -0.490 -0.28
C -1.458 -3.864 -2.729 0.32
F -2.401 -2.967 -2.914 -0.18
F -2.039 -4.945 -2.192 -0.24
F -0.957 -4.231 -3.895 -0.28
P -1.029 -0.023 -3.654 0.85
O -2.486 0.171 -3.487 -0.83
O -0.756 -1.352 -4.541 -0.60
O -0.357 1.100 -4.619 -0.61
H 4.444 -5.495 -1.295 0.42
H 5.129 -3.974 -1.912 0.28
H 3.413 -4.076 -1.501 -0.08
H 3.909 -3.916 0.844 0.31
H 5.466 -4.700 0.636 0.34
H 4.963 -1.312 1.606 0.24
H 3.643 -1.836 0.568 0.01
H 5.585 0.345 0.118 0.06
H 5.476 -0.750 -1.244 0.39
H 3.823 1.340 -0.925 0.08
H 2.890 0.161 0.017 0.09
H 3.906 -0.013 -2.842 0.64
H 3.202 -1.392 -2.072 0.05
H 1.724 -0.173 -3.684 0.73
H 1.900 1.278 -2.765 0.30
H 0.947 -0.291 -0.479 -0.27
H -1.053 -1.216 0.116 0.86
H -2.022 -1.335 -1.370 0.10
H -1.927 1.245 0.262 0.20
H -2.863 0.833 -1.219 0.36
H -6.133 0.136 1.905 0.24
H -5.959 1.842 2.223 0.00
H -7.014 0.550 -0.265 0.20
H -7.402 2.085 0.486 0.43
H -5.944 1.946 -0.504 0.28
H -5.441 -2.123 1.163 0.43
H -6.514 -1.725 -0.178 0.27
H -5.944 -3.962 -0.687 0.47
H -4.253 -3.754 -0.149 0.27
H -4.804 -3.019 -1.655 0.13
H 0.455 4.574 -2.605 0.40
H 0.531 3.438 -3.958 0.19
H 1.693 3.331 -2.592 0.26
H 1.299 1.863 1.834 0.32
H -0.453 2.039 1.502 0.39
H 0.347 0.529 1.147 0.19
H 0.127 -1.346 -4.930 0.38
H -1.036 1.764 -4.805 0.46
C 5.451 4.775 -0.138 -1.09
C 5.317 3.716 0.942 0.23
O 3.989 3.612 1.428 -0.35
H 5.130 5.745 0.243 0.28
H 6.482 4.857 -0.486 0.41
H 4.817 4.528 -0.993 0.23
H 5.941 3.968 1.802 0.39
H 5.653 2.744 0.558 -0.19
H 3.424 3.377 0.678 0.26
C -5.430 5.102 4.804 -1.16
C -5.460 3.786 4.050 -0.10
O -6.793 3.343 3.788 -0.54
H -5.970 5.010 5.747 0.29
H -4.405 5.407 5.014 0.34
H -5.909 5.892 4.221 0.33
H -4.996 2.995 4.636 0.30
H -4.907 3.874 3.109 0.22
H -7.228 4.014 3.255 0.29
C -0.721 -8.559 -1.142 -0.70
C -1.992 -8.487 -0.316 -0.26
O -1.830 -7.678 0.843 -0.53
H 0.099 -8.952 -0.540 0.29
H -0.854 -9.199 -2.016 0.31
H -0.432 -7.563 -1.486 0.06
H -2.273 -9.477 0.043 0.31
H -2.819 -8.098 -0.921 0.23
H -1.595 -6.789 0.555 0.31
C 3.642 5.946 4.045 -0.66
C 4.525 5.644 5.240 -0.29
O 4.527 4.258 5.566 -0.52
H 2.621 5.614 4.234 0.25
H 3.629 7.015 3.822 0.34
H 3.999 5.409 3.164 0.00
H 4.169 6.156 6.134 0.30
H 5.550 5.982 5.045 0.24
H 4.828 3.773 4.791 0.31
```

The net charge is -1. The HOMO-LUMO gap is 0.2831 hartree. Its spin multiplicity is 1. As for the LUMO energy: 2.327 eV.

***

No. 4
A cluster of 2 separate species, C28H63BClNO2 in total at a distorted geometry. Source: the OMol25 dataset; level of theory: the ωB97M-V functional and the def2-TZVPD basis.

Structure (XYZ):
```
96
Properties=species:S:1:pos:R:3:mulliken_charge:R:1
C 0.233 2.160 1.765 -1.45
C 1.565 1.396 1.729 0.05
C 2.754 2.306 1.367 -1.03
C 3.459 1.924 0.060 -0.31
C 4.655 1.003 0.271 0.08
C 5.389 0.760 -1.061 -0.82
C 4.783 -0.464 -1.735 -0.71
C 5.174 -1.774 -1.010 -0.92
C 3.925 -2.635 -0.711 -0.83
C 3.649 -2.839 0.796 -0.96
C 2.160 -2.692 1.142 -0.23
C 1.356 -4.013 1.189 -1.16
B 0.077 -4.056 0.159 0.57
Cl 0.572 -5.061 -1.393 -0.49
C -1.281 -4.650 0.839 -1.00
C -2.423 -4.822 -0.150 -0.55
C -3.794 -4.937 0.524 -1.13
C -4.474 -3.565 0.715 -0.50
C -5.478 -3.229 -0.398 -0.86
C -6.961 -3.249 -0.003 -0.87
C -7.294 -2.576 1.319 -0.74
C -6.833 -1.129 1.428 -0.82
C -7.452 -0.190 0.381 -0.58
C -8.790 0.405 0.844 -0.61
C -9.938 0.059 -0.095 -0.70
O -9.609 0.342 -1.445 -0.34
C -10.395 1.361 -2.027 -0.76
H 0.131 2.677 2.714 0.32
H 0.223 2.892 0.963 0.36
H -0.580 1.455 1.632 0.40
H 1.757 0.979 2.712 0.34
H 1.466 0.548 1.056 -0.06
H 2.416 3.340 1.317 0.51
H 3.494 2.246 2.163 0.35
H 2.772 1.447 -0.634 0.43
H 3.824 2.836 -0.419 0.00
H 5.358 1.424 0.993 0.41
H 4.282 0.062 0.665 -0.26
H 6.454 0.613 -0.896 0.45
H 5.313 1.638 -1.703 0.17
H 5.181 -0.514 -2.751 0.45
H 3.707 -0.361 -1.809 0.35
H 5.857 -2.339 -1.632 0.50
H 5.660 -1.490 -0.081 0.48
H 3.046 -2.211 -1.176 0.44
H 4.074 -3.613 -1.156 0.41
H 4.193 -2.092 1.376 0.41
H 4.042 -3.809 1.091 0.55
H 1.688 -2.024 0.424 0.10
H 2.082 -2.207 2.116 0.31
H 2.041 -4.840 1.002 0.27
H 0.993 -4.149 2.209 0.23
H -0.161 -2.915 -0.226 -0.29
H -1.040 -5.620 1.291 0.18
H -1.585 -3.984 1.650 0.35
H -2.252 -5.741 -0.706 0.44
H -2.390 -3.999 -0.865 0.27
H -4.437 -5.591 -0.062 0.47
H -3.660 -5.376 1.510 0.38
H -3.684 -2.819 0.679 0.32
H -4.912 -3.550 1.707 0.40
H -5.357 -3.993 -1.163 0.56
H -5.241 -2.297 -0.900 0.38
H -7.510 -2.737 -0.791 0.34
H -7.355 -4.263 -0.005 0.36
H -8.377 -2.614 1.460 0.39
H -6.868 -3.136 2.147 0.39
H -5.752 -1.048 1.461 0.41
H -7.169 -0.770 2.401 0.46
H -6.759 0.634 0.251 0.28
H -7.571 -0.702 -0.563 0.37
H -9.072 0.020 1.821 0.36
H -8.738 1.490 0.887 0.32
H -10.799 0.656 0.206 0.46
H -10.218 -0.989 0.019 0.29
H -9.896 1.658 -2.944 0.23
H -11.388 0.992 -2.285 0.29
H -10.480 2.217 -1.359 0.34
C 8.187 6.929 -0.972 -1.48
C 7.476 5.890 -0.118 0.18
C 7.313 4.521 -0.774 -0.65
O 6.302 4.584 -1.759 -0.32
C 6.762 4.764 -3.105 -0.80
N 6.068 6.357 0.146 -0.26
H 7.581 7.245 -1.822 0.40
H 8.420 7.819 -0.385 0.43
H 9.124 6.527 -1.351 0.36
H 7.978 5.799 0.845 0.40
H 6.959 3.814 -0.016 0.24
H 8.255 4.133 -1.160 0.54
H 7.769 4.370 -3.241 0.37
H 6.738 5.820 -3.383 0.28
H 6.080 4.225 -3.759 0.26
H 6.011 7.346 0.390 0.36
H 5.618 5.809 0.884 0.35
H 5.527 6.179 -0.714 0.35
```

The HOMO-LUMO gap is 0.1414 hartree. Its spin multiplicity is 1. As for the LUMO energy: -2.123 eV.